# 1
The molecule C5H8N2. Source: the Open Molecules 2025 dataset; level of theory: wB97M-V/def2-TZVPD.

The calculation puts the orbital gap (spin up / spin down) at 7.575 / 7.585 eV. The calculation puts the energy at -304.70278 hartree. The total charge is 0. The value obtained for the energy relative to the best compared isomer or geometry (same formula, charge and spin) is 348.4 kJ/mol. The largest force on an atom is 1.37 eV/A.

Last columns: bonded neighbours and bond lengths (Å).
Element x y z (Å)
1 C -1.69 0.39 1.83  N2 1.328, H8 1.072, H9 1.083
2 N -0.89 0.32 0.77  C1 1.328, C3 1.463, N7 1.314
3 C -1.22 -0.76 -0.16  N2 1.463, C4 1.491, H10 1.107, H11 1.100
4 C 0.07 -0.92 -0.88  C3 1.491, C5 1.357, H12 1.081
5 C 0.82 0.15 -0.52  C4 1.357, C6 1.504, N7 1.402
6 C 2.20 0.52 -0.97  C5 1.504, H13 1.095, H14 1.096, H15 1.096
7 N 0.23 0.94 0.47  N2 1.314, C5 1.402
8 H -1.84 1.31 2.36  C1 1.072
9 H -1.81 -0.56 2.35  C1 1.083
10 H -1.80 -1.41 0.52  C3 1.107
11 H -2.02 -0.39 -0.83  C3 1.100
12 H 0.30 -1.64 -1.66  C4 1.081
13 H 2.75 -0.36 -1.33  C6 1.095
14 H 2.78 0.96 -0.15  C6 1.096
15 H 2.18 1.26 -1.78  C6 1.096

***

# 2
The molecule C5H8N2. Source: the Open Molecules 2025 dataset; level of theory: wB97M-V/def2-TZVPD.

The calculation puts the orbital gap (spin up / spin down) at 8.919 / 7.794 eV. The calculation puts the energy at -304.65546 hartree. The total charge is 0. The value obtained for the energy relative to the best compared isomer or geometry (same formula, charge and spin) is 472.7 kJ/mol. The largest force on an atom is 2.47 eV/A.

Last columns: bonded neighbours and bond lengths (Å).
Element x y z (Å)
1 C -0.85 1.18 0.15  C2 1.510, H8 1.094, H9 1.096, H10 1.091
2 C -0.28 -0.19 -0.08  C1 1.510, C3 1.445, C6 1.486, N7 1.478
3 C 1.08 -0.25 -0.56  C2 1.445, C4 1.417, H11 1.102
4 C 2.05 0.78 -0.43  C3 1.417, N5 1.265, H12 1.066
5 N 2.16 1.25 0.73  C4 1.265
6 C -0.79 -1.36 0.69  C2 1.486, N7 1.452, H13 1.086, H14 1.087
7 N -1.09 -1.25 -0.72  C2 1.478, C6 1.452, H15 1.016
8 H -0.22 1.75 0.84  C1 1.094
9 H -0.91 1.75 -0.79  C1 1.096
10 H -1.85 1.11 0.58  C1 1.091
11 H 1.46 -1.20 -0.96  C3 1.102
12 H 2.95 0.61 -0.98  C4 1.066
13 H -1.56 -1.12 1.43  C6 1.086
14 H -0.11 -2.16 0.96  C6 1.087
15 H -2.03 -0.89 -0.86  N7 1.016

***

# 3
The molecule C5H8N2. Source: the Open Molecules 2025 dataset; level of theory: wB97M-V/def2-TZVPD.

The calculation puts the orbital gap at 9.269 eV. The calculation puts the energy at -304.73883 hartree. The total charge is 0. The value obtained for the energy relative to the best compared isomer or geometry (same formula, charge and spin) is 253.8 kJ/mol. The largest force on an atom is 1.12 eV/A.

Last columns: bonded neighbours and bond lengths (Å).
Element x y z (Å)
1 C 1.69 -0.36 -0.91  C2 1.533, H8 1.095, H9 1.095, H10 1.093
2 C 0.49 -0.42 0.03  C1 1.533, C3 1.539, C6 1.472, H11 1.097
3 C -0.43 0.80 -0.14  C2 1.539, N4 1.467, H12 1.096, H13 1.095
4 N -1.67 0.70 0.63  C3 1.467, C5 1.314, H14 1.015
5 C -1.86 0.86 1.92  N4 1.314, H15 1.117
6 C -0.28 -1.66 -0.19  C2 1.472, N7 1.157
7 N -0.88 -2.63 -0.39  C6 1.157
8 H 1.37 -0.44 -1.95  C1 1.095
9 H 2.22 0.59 -0.78  C1 1.095
10 H 2.39 -1.18 -0.71  C1 1.093
11 H 0.83 -0.44 1.07  C2 1.097
12 H -0.68 0.94 -1.20  C3 1.096
13 H 0.12 1.69 0.20  C3 1.095
14 H -2.48 0.42 0.08  N4 1.015
15 H -0.85 1.14 2.33  C5 1.117